# 1
100
Properties=species:S:1:pos:R:3:mulliken_charge:R:1 method="wB97M-V/def2-TZVPD" e_homo_ha="-0.0785 / -0.0785" total_charge=-1 orbital_gap_ev="4.1 / 4.1"
Bi 0.535 -0.620 0.636 2.260
S 7.961 -0.127 0.688 -0.270
C 6.337 -0.422 0.644 0.100
S 5.422 -0.556 -0.805 -0.066
C 3.846 -0.862 -0.108 -0.382
C 3.819 -0.885 1.241 0.318
S 2.447 -1.141 2.305 -0.777
S 5.353 -0.612 2.038 -0.103
S 2.516 -1.082 -1.217 -0.391
N -1.017 -2.101 2.183 -0.032
C -0.566 -2.774 3.407 -0.638
C -0.429 -4.276 3.223 -0.764
C 0.622 -4.748 2.215 -0.625
C 0.276 -4.555 0.733 -0.432
N 0.867 -3.335 0.167 -0.268
H -1.512 -1.253 2.438 0.179
H -1.646 -2.669 1.625 -0.377
H -1.258 -2.582 4.234 0.369
H 0.400 -2.355 3.702 0.390
H -1.402 -4.692 2.940 0.136
H -0.176 -4.696 4.201 0.481
H 0.776 -5.816 2.382 0.278
H 1.575 -4.249 2.423 0.312
H -0.805 -4.513 0.594 -0.150
H 0.627 -5.430 0.174 0.628
H 0.682 -3.297 -0.830 0.085
H 1.876 -3.350 0.272 0.233
Cl -3.139 4.887 -2.104 -0.331
C -3.437 3.246 -1.538 0.342
C -4.140 2.349 -2.333 -0.638
C -4.368 1.059 -1.901 -0.790
C -3.903 0.583 -0.632 0.983
C -4.144 -0.709 -0.171 -1.477
C -3.143 1.540 0.120 -0.309
C -2.942 2.834 -0.306 -0.416
H -4.512 2.673 -3.298 0.381
H -4.933 0.382 -2.533 0.318
H -4.908 -1.305 -0.662 0.349
H -3.978 -0.923 0.882 0.163
H -2.715 1.230 1.067 0.220
H -2.378 3.527 0.308 0.433
I -3.969 -4.322 0.880 0.039
C -2.996 -3.654 -0.877 -0.481
C -3.147 -4.430 -2.013 -0.403
C -2.452 -4.049 -3.145 -0.818
C -1.637 -2.930 -3.047 -0.468
C -1.584 -2.217 -1.866 -0.122
N -2.302 -2.539 -0.766 0.615
H -3.766 -5.316 -1.995 0.422
H -2.517 -4.623 -4.059 0.414
H -1.020 -2.626 -3.884 0.321
H -0.972 -1.323 -1.781 0.226
Br -0.211 4.243 5.094 -0.205
C -1.716 3.108 4.815 0.069
C -2.821 3.391 5.607 -0.553
C -3.966 2.619 5.505 -0.463
C -3.994 1.546 4.628 -1.028
C -2.877 1.265 3.863 0.018
C -1.721 2.044 3.922 0.445
C -0.573 1.695 2.991 0.027
O 0.229 2.582 2.696 -0.413
O -0.547 0.497 2.579 -0.524
H -2.775 4.222 6.298 0.395
H -4.830 2.860 6.112 0.364
H -4.880 0.932 4.533 0.416
H -2.891 0.431 3.177 -0.084
C 3.779 3.044 0.179 -1.117
P 2.241 2.716 1.104 1.299
C 1.226 4.132 0.653 -1.203
C 2.858 2.734 2.797 -1.261
O 1.779 1.385 0.560 0.442
H 4.280 3.939 0.550 0.488
H 3.562 3.183 -0.881 0.188
H 4.446 2.186 0.289 0.119
H 1.802 4.800 0.013 0.378
H 0.866 4.663 1.530 0.418
H 0.366 3.741 0.106 0.139
H 3.876 3.121 2.807 0.463
H 2.853 1.698 3.141 0.211
H 2.219 3.320 3.450 0.241
C 1.272 -0.623 -6.119 -1.429
C 1.420 -0.704 -4.607 -0.024
N 0.448 0.128 -3.906 -0.071
C 0.667 1.067 -2.950 -0.108
S -0.511 1.334 -1.766 0.203
N 1.769 1.831 -2.973 0.110
C 2.747 2.058 -4.021 -0.726
C 4.123 1.491 -3.692 -0.626
H 2.028 -1.236 -6.611 0.395
H 1.373 0.404 -6.470 0.303
H 0.289 -0.980 -6.430 0.338
H 2.419 -0.426 -4.290 -0.002
H 1.279 -1.737 -4.276 0.377
H -0.477 -0.266 -3.809 0.346
H 1.852 2.381 -2.131 -0.086
H 2.822 3.138 -4.167 0.395
H 2.359 1.648 -4.951 0.244
H 4.578 2.033 -2.862 0.271
H 4.787 1.567 -4.554 0.387
H 4.053 0.448 -3.387 -0.033


# 2
92
Properties=species:S:1:pos:R:3:mulliken_charge:R:1 method="wB97M-V/def2-TZVPD" e_homo_ha="-0.5917 / -0.5917" total_charge=+3 orbital_gap_ev="4.4 / 4.5"
Pb -1.120 1.395 -1.350 1.443
C -3.510 -1.852 4.495 -1.537
C -2.345 -2.620 3.846 1.828
C -1.188 -2.657 4.844 -2.083
C -2.753 -4.061 3.512 -1.627
C -1.992 -1.888 2.571 -0.296
C -2.920 -1.756 1.537 -0.861
C -2.600 -0.986 0.439 -0.957
N -1.448 -0.330 0.316 0.626
C -0.514 -0.464 1.273 -0.211
C -0.762 -1.257 2.388 -0.186
C 0.744 0.302 1.131 -0.155
C 1.798 0.177 2.029 -0.127
C 2.965 0.935 1.900 0.090
C 2.988 1.857 0.851 -0.816
C 1.905 1.944 0.005 -1.574
N 0.825 1.174 0.109 0.513
C 4.099 0.790 2.886 1.734
C 5.342 1.575 2.457 -2.050
C 3.593 1.355 4.225 -1.578
C 4.486 -0.689 3.036 -1.498
H -3.799 -2.349 5.416 0.458
H -4.380 -1.808 3.847 0.378
H -3.212 -0.834 4.735 0.346
H -1.503 -3.182 5.741 0.427
H -0.890 -1.655 5.141 0.447
H -0.333 -3.192 4.438 0.446
H -3.056 -4.570 4.424 0.468
H -1.917 -4.609 3.081 0.388
H -3.581 -4.104 2.810 0.350
H -3.886 -2.233 1.589 0.592
H -3.307 -0.880 -0.372 0.427
H 0.000 -1.373 3.138 0.707
H 1.729 -0.520 2.845 0.604
H 3.838 2.498 0.697 0.620
H 1.893 2.672 -0.799 0.942
H 5.162 2.647 2.478 0.403
H 5.672 1.278 1.464 0.450
H 6.162 1.376 3.141 0.440
H 3.253 2.382 4.106 0.365
H 4.399 1.349 4.953 0.464
H 2.770 0.767 4.622 0.368
H 4.785 -1.110 2.079 0.244
H 3.674 -1.287 3.439 0.358
H 5.326 -0.783 3.718 0.476
Br -1.865 2.471 2.276 0.097
C -2.283 3.861 1.096 0.113
C -2.689 5.101 1.568 -0.681
C -3.010 6.083 0.645 -0.413
C -2.919 5.811 -0.718 -0.694
C -2.479 4.549 -1.063 0.673
N -2.179 3.608 -0.206 0.098
C -2.331 4.176 -2.637 0.230
O -3.206 4.658 -3.292 -0.277
O -1.364 3.432 -2.834 -0.611
H -2.753 5.287 2.631 0.472
H -3.344 7.058 0.974 0.465
H -3.182 6.534 -1.474 0.515
N -4.414 0.514 -2.380 -0.223
C -3.617 -0.310 -3.092 0.488
C -4.185 -1.320 -3.902 -1.015
C -3.363 -2.164 -4.602 -0.495
C -1.977 -1.994 -4.511 -1.134
C -1.501 -1.003 -3.690 0.153
N -2.286 -0.192 -2.969 0.389
H -5.406 0.491 -2.558 0.275
H -4.054 1.378 -2.006 -0.014
H -5.258 -1.409 -3.966 0.437
H -3.784 -2.936 -5.227 0.453
H -1.309 -2.629 -5.067 0.478
H -0.436 -0.825 -3.594 0.159
C 2.349 -2.607 -4.573 -0.975
Ge 2.604 -1.838 -2.768 0.517
C 4.357 -2.297 -1.988 -1.012
C 1.103 -2.125 -1.482 -0.664
C 2.784 0.290 -2.961 -0.962
Se 1.330 1.470 -3.302 0.377
C 1.044 1.177 -5.194 -0.851
H 2.351 -3.691 -4.467 0.414
H 3.186 -2.341 -5.213 0.384
H 1.421 -2.320 -5.058 0.236
H 4.394 -3.373 -1.829 0.409
H 4.520 -1.803 -1.035 0.238
H 5.165 -2.032 -2.665 0.400
H 0.779 -3.161 -1.551 0.568
H 0.242 -1.487 -1.665 -0.152
H 1.452 -1.946 -0.468 0.275
H 3.514 0.393 -3.764 0.659
H 3.230 0.601 -2.017 0.304
H 1.089 0.118 -5.439 0.263
H 1.815 1.721 -5.742 0.442
H 0.074 1.595 -5.448 0.349


# 3
92
Properties=species:S:1:pos:R:3:mulliken_charge:R:1 method="wB97M-V/def2-TZVPD" e_homo_ha=-0.4883 total_charge=+2 orbital_gap_ev=6.6
Ir -0.756 0.481 0.496 1.688
Cl 3.960 5.299 -1.167 -0.214
C 3.140 3.818 -0.845 0.912
C 3.848 2.655 -0.745 -0.463
C 3.194 1.431 -0.465 0.523
I 4.295 -0.321 -0.309 0.064
C 1.836 1.389 -0.294 -1.134
O 1.148 0.252 -0.024 -0.971
C 1.116 2.586 -0.407 0.820
N -0.232 2.470 -0.223 -0.394
C -0.989 3.551 -0.302 0.046
C -0.452 4.818 -0.568 -1.178
C 0.897 4.952 -0.751 -0.824
C 1.733 3.816 -0.677 -0.185
H 4.921 2.670 -0.876 0.502
H -2.052 3.410 -0.158 0.397
H -1.111 5.673 -0.623 0.464
H 1.337 5.922 -0.943 0.505
C -3.259 0.966 3.175 0.254
C -2.838 1.169 4.619 -1.415
C -1.401 0.685 4.863 -1.049
C -0.962 -0.496 3.955 0.899
C -2.231 -1.320 3.653 -1.637
C -3.293 -0.543 2.859 -0.205
P 0.147 -0.116 2.497 0.693
C 1.422 -1.501 2.470 0.860
C 1.326 -2.571 1.366 -0.313
C 0.371 -3.720 1.696 -0.204
C 0.774 -4.402 2.994 -1.289
C 0.745 -3.395 4.134 -0.223
C 1.657 -2.207 3.831 -1.809
C 1.230 1.295 2.966 0.165
C 1.926 1.047 4.333 -1.064
C 2.429 2.364 4.940 -0.954
C 2.943 3.291 3.844 -0.928
C 1.785 3.747 2.938 -0.371
C 0.640 2.717 2.909 -1.023
H -2.552 1.481 2.518 -0.449
H -4.233 1.424 2.993 0.604
H -3.527 0.606 5.254 0.354
H -2.923 2.216 4.912 0.545
H -1.335 0.333 5.894 0.520
H -0.700 1.508 4.785 -0.038
H -0.280 -1.122 4.525 0.989
H -2.649 -1.594 4.624 0.608
H -1.991 -2.253 3.142 0.298
H -4.278 -0.954 3.097 0.620
H -3.131 -0.714 1.801 -0.211
H 2.316 -0.908 2.259 0.439
H 2.331 -2.982 1.229 0.698
H 1.043 -2.102 0.438 -0.707
H 0.373 -4.438 0.872 0.444
H -0.649 -3.338 1.780 0.035
H 1.787 -4.805 2.888 0.405
H 0.114 -5.242 3.214 0.482
H 1.075 -3.864 5.062 0.516
H -0.285 -3.070 4.296 -0.008
H 2.684 -2.582 3.791 0.648
H 1.634 -1.488 4.650 0.229
H 1.995 1.248 2.182 0.330
H 2.776 0.379 4.184 0.372
H 1.253 0.557 5.038 0.249
H 3.220 2.145 5.657 0.573
H 1.628 2.859 5.496 0.331
H 3.701 2.762 3.257 0.262
H 3.435 4.158 4.283 0.610
H 2.159 3.917 1.926 -0.283
H 1.389 4.698 3.297 0.549
H 0.034 2.849 2.019 -0.320
H -0.019 2.900 3.755 1.019
C -5.434 0.365 -2.044 -0.940
N -5.019 0.415 -0.631 0.005
C -6.000 0.043 0.404 -0.681
C -3.816 0.738 -0.300 0.433
N -2.741 1.055 0.015 -0.259
H -5.667 -0.663 -2.318 0.331
H -4.634 0.739 -2.676 0.325
H -6.319 0.984 -2.172 0.344
H -6.339 -0.976 0.224 0.341
H -6.848 0.723 0.356 0.334
H -5.538 0.105 1.385 0.076
S -1.439 -1.605 -0.284 -0.427
C -0.608 -1.919 -1.783 0.717
N 0.661 -1.542 -2.036 0.297
C 1.300 -1.894 -3.169 0.022
C 0.647 -2.648 -4.097 -0.717
C -0.676 -2.989 -3.797 -0.126
N -1.286 -2.639 -2.673 -0.507
H 1.111 -0.903 -1.359 -0.543
H 2.322 -1.553 -3.267 0.453
H 1.125 -2.956 -5.015 0.424
H -1.272 -3.563 -4.498 0.442


# 4
92
Properties=species:S:1:pos:R:3:mulliken_charge:R:1 method="wB97M-V/def2-TZVPD" e_homo_ha=-0.3393 smiles="CCOC(C)=O.CCOC(C)=O.CCOC(C)=O.CCOC(C)=O.Fc1ccccc1.Fc1ccccc1.Fc1ccccc1" orbital_gap_ev=9.8
F -3.506 -3.279 5.207 -0.344
C -2.155 -3.330 5.031 0.240
C -1.368 -3.273 6.143 -0.529
C -0.013 -3.315 6.003 -0.567
C 0.611 -3.186 4.751 -0.745
C -0.253 -3.127 3.629 0.379
C -1.616 -3.261 3.758 -0.456
H -1.793 -3.246 7.136 0.422
H 0.591 -3.165 6.885 0.326
H 1.686 -3.083 4.750 0.441
H 0.217 -3.035 2.661 0.296
H -2.258 -3.206 2.891 0.575
F 1.898 2.600 -6.609 -0.286
C 1.713 1.310 -6.264 0.080
C 2.235 0.281 -7.048 -0.248
C 2.050 -1.017 -6.683 -0.696
C 1.382 -1.290 -5.491 -0.276
C 0.834 -0.321 -4.712 -0.391
C 0.942 1.002 -5.154 -0.148
H 2.781 0.546 -7.941 0.404
H 2.327 -1.822 -7.347 0.380
H 1.208 -2.319 -5.215 0.372
H 0.368 -0.514 -3.757 0.296
H 0.454 1.811 -4.631 0.495
F 2.218 1.073 -0.187 -0.332
C 1.065 0.453 -0.380 0.466
C 0.183 1.035 -1.343 0.042
C -1.104 0.456 -1.540 -0.059
C -1.472 -0.679 -0.790 -1.409
C -0.603 -1.179 0.125 -0.088
C 0.658 -0.683 0.293 -0.369
H 0.399 1.977 -1.826 0.020
H -1.862 0.856 -2.198 0.411
H -2.497 -1.018 -0.751 0.480
H -1.031 -1.924 0.780 0.441
H 1.333 -1.123 1.012 0.192
O -1.300 3.196 -3.276 -0.571
C -0.811 4.331 -3.212 0.928
O -1.434 5.519 -2.993 -0.297
C -2.796 5.569 -3.061 -0.081
C -3.201 6.911 -3.692 -1.277
C 0.704 4.468 -3.218 -1.074
H -3.194 5.490 -2.049 0.214
H -3.319 4.785 -3.610 0.303
H -4.278 7.074 -3.644 0.385
H -2.995 6.805 -4.757 0.325
H -2.671 7.805 -3.364 0.313
H 1.142 4.079 -2.298 0.251
H 1.082 5.478 -3.374 0.370
H 1.274 3.993 -4.016 0.270
O 0.267 -5.563 1.589 -0.495
C 0.222 -6.376 0.702 0.745
O 0.024 -6.116 -0.596 -0.328
C -0.033 -4.737 -1.020 0.158
C -0.645 -4.575 -2.441 -0.990
C 0.292 -7.877 0.993 -1.144
H 0.986 -4.352 -0.987 0.264
H -0.551 -4.122 -0.285 0.030
H -0.189 -5.169 -3.233 0.355
H -0.465 -3.522 -2.658 0.148
H -1.724 -4.725 -2.437 0.328
H -0.677 -8.324 0.771 0.290
H 0.571 -8.064 2.029 0.316
H 1.011 -8.436 0.394 0.343
O -4.263 2.092 2.770 -0.627
C -3.171 1.458 2.821 0.473
O -1.946 1.955 2.492 -0.187
C -1.736 3.366 2.256 -0.203
C -2.414 3.742 0.947 -0.997
C -3.129 -0.063 3.013 -0.613
H -0.653 3.451 2.156 0.093
H -2.092 4.000 3.067 0.338
H -2.471 4.818 0.786 0.409
H -3.477 3.525 0.841 0.414
H -2.019 3.126 0.139 0.163
H -3.691 -0.544 2.213 0.264
H -3.598 -0.333 3.960 0.382
H -2.095 -0.407 3.017 0.101
O 5.430 -0.169 2.465 -0.583
C 4.341 -0.157 2.961 0.547
O 3.585 0.987 2.947 -0.239
C 4.173 2.228 2.473 -0.194
C 3.388 3.322 3.130 -0.934
C 3.636 -1.424 3.497 -0.404
H 4.094 2.256 1.387 0.172
H 5.252 2.370 2.547 0.374
H 3.608 3.418 4.193 0.310
H 2.327 3.172 2.929 0.075
H 3.618 4.338 2.809 0.420
H 3.170 -1.171 4.450 0.312
H 4.365 -2.235 3.506 0.343
H 2.851 -1.670 2.783 -0.103


# 5
89
Properties=species:S:1:pos:R:3:mulliken_charge:R:1 method="wB97M-V/def2-TZVPD" e_homo_ha="0.0361 / -0.0256" total_charge=-2 multiplicity=6 orbital_gap_ev="3.6 / 5.2"
Mn -0.298 0.275 0.476 -0.648
C 2.336 2.975 1.861 -1.289
C 1.084 2.666 2.686 -0.993
C -0.220 3.166 2.056 -0.950
N -0.958 2.126 1.362 -0.108
C -2.185 2.410 1.020 1.355
C -2.731 3.718 1.124 -0.806
C -4.035 4.172 1.030 -0.684
C -5.219 3.472 0.876 -0.642
C -5.340 2.094 0.665 -0.556
C -4.373 1.144 0.468 -0.843
C -2.947 1.247 0.462 0.649
N -2.171 0.292 0.079 1.793
C -2.666 -0.942 -0.496 -0.517
C -2.859 -2.048 0.550 -0.904
C -1.904 -1.980 1.756 -1.295
N -0.583 -1.506 1.438 -0.054
C 0.424 -1.836 2.279 0.489
C 0.257 -2.520 3.475 -0.788
C 1.227 -3.173 4.309 -0.998
C 2.576 -3.391 4.060 0.018
C 3.339 -2.863 3.025 -1.076
C 2.972 -1.840 2.087 -0.063
C 1.745 -1.253 1.836 0.270
N 1.590 -0.101 1.129 1.576
C 2.788 0.667 0.878 -1.165
C 2.476 2.136 0.589 0.073
H 3.218 2.811 2.491 0.484
H 2.334 4.040 1.594 0.465
H 1.195 3.120 3.675 0.434
H 1.002 1.587 2.826 0.085
H 0.014 4.002 1.376 0.426
H -0.854 3.585 2.844 0.710
H -2.010 4.503 1.302 0.265
H -4.144 5.246 1.136 0.297
H -6.136 4.046 0.920 0.280
H -6.355 1.716 0.611 0.297
H -4.762 0.153 0.275 0.160
H -1.914 -1.285 -1.200 -0.509
H -3.580 -0.785 -1.074 0.708
H -2.728 -3.005 0.039 0.532
H -3.884 -2.027 0.938 0.300
H -1.849 -2.984 2.188 0.667
H -2.366 -1.337 2.525 0.293
H -0.765 -2.615 3.824 0.278
H 0.827 -3.636 5.206 0.240
H 3.098 -4.045 4.758 0.275
H 4.377 -3.184 2.987 0.236
H 3.803 -1.446 1.509 0.230
H 3.354 0.260 0.031 -0.077
H 3.457 0.604 1.748 0.582
H 1.546 2.171 0.021 -0.587
H 3.268 2.561 -0.038 0.459
C -2.676 -2.459 -4.313 -1.055
Si -2.453 -0.647 -4.802 0.144
C -1.635 -0.708 -6.512 -1.195
C -4.206 -0.010 -5.121 -1.218
C -1.656 0.500 -3.610 1.321
C -2.227 1.834 -3.441 -0.459
C -1.615 2.721 -2.567 -0.938
C -0.549 2.316 -1.800 -0.823
N -0.054 0.998 -1.833 0.763
C -0.569 0.204 -2.776 -1.285
S 0.242 -1.380 -3.040 -0.283
H -3.322 -2.964 -5.042 0.441
H -3.136 -2.550 -3.321 0.263
H -1.719 -2.983 -4.279 0.341
H -2.193 -1.357 -7.201 0.288
H -0.611 -1.095 -6.428 0.274
H -1.579 0.294 -6.954 0.324
H -4.777 -0.727 -5.722 0.333
H -4.190 0.947 -5.658 0.310
H -4.736 0.149 -4.173 0.317
H -3.091 2.134 -4.027 0.142
H -1.987 3.736 -2.452 0.334
H -0.051 2.999 -1.124 0.280
C 2.666 0.176 -4.225 -1.594
C 2.879 -0.234 -2.767 1.421
C 4.276 -0.846 -2.611 -1.706
C 1.841 -1.234 -2.197 0.443
H 3.491 0.819 -4.557 0.436
H 1.731 0.726 -4.349 0.312
H 2.629 -0.705 -4.876 0.275
H 2.816 0.666 -2.157 -0.276
H 4.372 -1.721 -3.266 0.465
H 4.456 -1.175 -1.584 0.346
H 5.056 -0.130 -2.886 0.347
H 2.232 -2.254 -2.239 0.601
H 1.627 -1.005 -1.163 -1.060


E_tot list, top to bottom, in hartree: -8100.43304, -8992.32725, -3274.11976, -2225.24026, -3436.18219
Relative energy (zero: lowest compared OMol25 entry of this formula, charge and spin) list, top to bottom, in kJ/mol: 233.3, 201.5, 0.0, 81.6, 212.2